Entry from the Open Molecules 2025 dataset: C24H26AuBN6Te as an isolated structure (wB97M-V/def2-TZVPD).

Structure (XYZ):
```
59
Properties=species:S:1:pos:R:3:forces:R:3
Au 0.917 0.348 -0.055 0.292 0.173 -0.014
C 4.959 -0.384 -1.592 -0.002 0.027 0.024
C 3.587 -0.620 -1.608 -0.018 -0.005 -0.028
N 2.987 0.124 -0.685 -0.055 -0.031 0.193
N 3.941 0.837 -0.051 -0.026 0.077 -0.053
C 5.133 0.551 -0.590 0.036 -0.052 0.032
B 3.661 1.869 1.086 -0.020 -0.055 0.010
N 3.219 1.196 2.386 0.011 0.015 0.021
C 3.904 1.133 3.547 0.033 -0.003 -0.002
C 3.140 0.442 4.459 0.010 0.009 0.015
C 1.973 0.119 3.749 -0.006 -0.006 -0.032
N 2.031 0.575 2.508 -0.099 -0.031 -0.124
N 2.586 2.852 0.561 -0.051 -0.079 0.028
C 2.656 4.188 0.519 -0.008 0.010 -0.035
C 1.497 4.677 -0.053 0.024 -0.003 -0.017
C 0.749 3.538 -0.343 0.025 0.001 0.008
N 1.409 2.449 0.035 -0.004 -0.029 0.060
H 5.712 -0.826 -2.220 0.006 -0.007 -0.005
H 3.014 -1.286 -2.229 -0.019 -0.012 0.013
H 6.021 1.030 -0.217 0.009 0.006 -0.002
H 4.674 2.474 1.301 0.010 0.009 -0.080
H 4.878 1.583 3.635 0.008 0.011 0.003
H 3.382 0.215 5.482 0.005 -0.002 0.006
H 1.099 -0.417 4.085 0.000 0.006 0.006
H 3.530 4.695 0.890 0.001 0.005 0.018
H 1.237 5.703 -0.240 -0.002 0.008 -0.002
H -0.215 3.452 -0.808 -0.070 -0.009 0.036
C -6.666 -0.914 -2.326 0.008 -0.005 -0.017
C -5.376 -0.571 -1.633 0.015 0.014 0.035
C -4.733 -1.484 -0.810 0.017 -0.001 -0.032
C -3.557 -1.172 -0.136 0.001 -0.075 0.056
C -2.925 -2.244 0.707 -0.013 0.010 0.024
C -3.000 0.109 -0.280 0.082 0.046 -0.110
Te -1.415 0.742 1.002 -0.094 -0.113 -0.013
C -3.616 1.032 -1.140 -0.004 0.029 -0.030
C -3.091 2.414 -1.425 0.004 0.021 0.015
C -4.793 0.675 -1.794 0.026 -0.043 -0.018
H -6.979 -1.932 -2.095 0.002 -0.003 -0.003
H -6.567 -0.827 -3.409 0.004 0.000 -0.002
H -7.464 -0.237 -2.016 -0.002 -0.002 -0.001
H -5.156 -2.475 -0.688 -0.008 -0.001 0.018
H -3.546 -3.139 0.710 -0.013 -0.008 0.005
H -2.780 -1.916 1.738 0.008 -0.002 -0.019
H -1.944 -2.509 0.316 -0.013 -0.009 0.005
H -2.102 2.562 -1.007 0.030 0.008 -0.009
H -3.748 3.175 -0.998 0.001 -0.001 0.012
H -3.049 2.582 -2.502 -0.008 0.010 -0.003
H -5.261 1.400 -2.452 -0.005 0.010 0.006
C 0.535 -4.419 -0.387 0.002 0.023 -0.021
C 0.623 -3.636 -1.529 -0.006 -0.025 0.036
C 0.662 -2.251 -1.424 -0.241 0.053 -0.051
C 0.601 -1.635 -0.179 -0.110 -0.018 -0.046
C 0.492 -2.422 0.961 0.208 0.037 0.099
C 0.470 -3.807 0.856 0.023 0.009 0.000
H 0.513 -5.498 -0.467 -0.012 -0.002 -0.001
H 0.661 -4.100 -2.507 -0.001 -0.003 -0.002
H 0.706 -1.655 -2.329 0.011 0.006 0.004
H 0.434 -1.956 1.936 -0.001 0.004 -0.016
H 0.394 -4.408 1.754 -0.001 -0.001 0.003
```
Forces are in eV/Å.

Charge: 0
Energy relative to the best compared isomer or geometry (same formula, charge and spin) (kcal/mol): 9.3
Orbital gap (eV): 7.37
E (a.u.): -1687.3050



Entry from the Open Molecules 2025 dataset: C53H38Br2N4OW as an isolated structure in a non-equilibrium geometry (wB97M-V/def2-TZVPD).

Structure (XYZ):
```
99
Properties=species:S:1:pos:R:3:forces:R:3
W -0.331 0.044 -0.310 1.563 1.031 -0.028
C 3.460 -4.175 -5.684 -0.003 0.002 0.006
C 3.102 -4.674 -4.439 -0.003 0.008 -0.005
C 2.484 -3.848 -3.513 -0.012 -0.027 -0.001
C 2.210 -2.520 -3.830 -0.013 0.011 0.018
C 2.565 -2.026 -5.083 0.010 0.017 0.003
C 3.193 -2.851 -6.004 0.003 -0.005 -0.002
C 1.538 -1.630 -2.844 0.034 -0.031 0.008
C 2.182 -1.329 -1.660 0.056 0.008 0.017
C 3.478 -1.811 -1.309 -0.034 0.011 0.010
C 3.719 -1.427 -0.032 -0.005 -0.012 -0.009
C 2.595 -0.664 0.395 -0.007 -0.015 -0.001
C 2.541 0.005 1.611 0.018 0.013 0.010
C 3.638 -0.233 2.596 -0.020 -0.018 0.022
C 4.799 0.533 2.550 0.006 0.020 0.016
C 5.817 0.306 3.465 -0.012 0.011 -0.016
C 5.680 -0.683 4.429 -0.018 -0.024 0.006
C 4.524 -1.449 4.476 0.028 0.011 0.003
C 3.505 -1.225 3.562 -0.001 -0.017 -0.019
C 1.600 0.976 1.888 0.062 0.054 0.024
N 0.562 1.367 1.050 -0.069 -0.140 0.028
C 0.069 2.529 1.620 0.035 0.040 -0.011
C -0.957 3.296 1.112 -0.003 0.029 -0.002
C -1.321 4.569 1.799 0.007 0.006 0.011
C -2.072 4.553 2.970 -0.018 -0.021 0.019
C -2.407 5.742 3.601 0.009 0.017 -0.003
C -1.991 6.953 3.065 -0.005 -0.009 -0.008
C -1.240 6.972 1.898 0.003 -0.001 0.008
C -0.906 5.784 1.264 -0.010 -0.008 -0.007
C -1.667 2.916 -0.016 0.040 0.054 -0.016
C -2.771 3.659 -0.524 -0.003 -0.017 -0.004
C -3.260 2.975 -1.585 0.004 0.021 0.018
C -2.443 1.820 -1.752 -0.049 0.076 0.057
N -1.462 1.768 -0.762 -0.107 -0.148 -0.104
C -2.568 0.957 -2.824 -0.011 -0.020 -0.026
C -1.605 0.003 -3.128 -0.042 -0.087 0.063
C -1.639 -0.841 -4.269 0.005 -0.001 0.022
C -0.476 -1.540 -4.282 0.018 0.008 -0.008
C 0.272 -1.144 -3.141 0.056 0.074 -0.077
N -0.441 -0.213 -2.392 -0.349 -0.474 0.147
C -3.738 1.115 -3.728 -0.004 -0.010 -0.020
C -5.020 0.861 -3.249 -0.025 -0.044 -0.001
C -6.120 1.012 -4.081 0.002 -0.004 0.006
C -5.945 1.430 -5.392 0.023 0.005 -0.010
C -4.669 1.692 -5.873 -0.026 -0.003 0.003
C -3.568 1.531 -5.046 0.015 0.024 -0.002
C 0.772 2.831 2.829 -0.026 0.000 -0.043
C 1.690 1.857 3.011 0.022 -0.029 -0.017
N 1.640 -0.601 -0.605 0.025 -0.013 -0.105
H 3.946 -4.818 -6.404 0.002 -0.002 -0.002
H 3.303 -5.707 -4.190 0.002 -0.003 0.002
H 2.201 -4.238 -2.542 0.005 -0.001 0.001
H 2.361 -0.991 -5.330 0.000 0.000 -0.002
H 3.476 -2.459 -6.971 0.000 0.001 -0.002
H 4.122 -2.368 -1.968 0.002 -0.003 -0.004
H 4.600 -1.605 0.562 -0.004 0.002 0.002
H 4.903 1.306 1.798 0.002 0.000 -0.001
H 6.717 0.904 3.426 0.002 0.002 -0.001
H 6.475 -0.858 5.141 0.001 0.000 0.004
H 4.416 -2.222 5.225 0.001 -0.001 0.005
H 2.603 -1.826 3.598 -0.012 0.000 0.003
H -2.398 3.609 3.394 0.000 -0.006 -0.006
H -2.994 5.724 4.509 -0.001 -0.002 0.002
H -2.252 7.880 3.556 0.000 0.005 0.002
H -0.912 7.914 1.480 0.001 0.002 -0.001
H -0.319 5.799 0.354 0.002 0.001 -0.002
H -3.117 4.594 -0.116 0.002 0.001 0.000
H -4.078 3.246 -2.231 0.005 0.003 0.004
H -2.449 -0.888 -4.976 0.002 0.006 -0.007
H -0.152 -2.275 -4.999 0.007 0.018 -0.016
H -5.154 0.533 -2.225 -0.006 0.020 0.005
H -7.112 0.804 -3.705 -0.003 0.001 0.002
H -6.803 1.554 -6.039 -0.002 -0.001 -0.003
H -4.531 2.026 -6.892 0.000 0.003 -0.003
H -2.573 1.747 -5.418 -0.003 0.000 0.001
H 0.585 3.696 3.443 -0.006 0.006 0.002
H 2.415 1.762 3.803 0.001 -0.003 0.004
Br -2.566 -1.251 -0.260 -0.287 -0.281 -1.048
C -3.146 -1.122 1.600 -0.265 0.153 -0.592
Br -2.709 0.600 2.246 -0.152 -0.017 0.507
H -4.205 -1.201 1.387 -0.148 -0.161 0.808
H -2.686 -1.938 2.141 -0.141 0.071 0.256
C 0.236 -3.489 0.549 -0.078 0.038 -0.007
C -0.014 -2.454 1.597 0.331 -0.022 0.063
O -0.117 -1.249 1.280 -0.415 -0.227 0.085
C -0.095 -2.796 3.011 -0.025 0.023 -0.057
C -0.180 -1.765 3.959 -0.003 0.032 -0.007
C -0.263 -2.070 5.302 0.019 -0.016 0.031
C -0.262 -3.401 5.713 -0.005 0.037 -0.007
C -0.169 -4.428 4.782 0.010 -0.020 -0.047
C -0.082 -4.130 3.434 0.002 -0.039 0.024
H 0.236 -3.045 -0.445 0.008 0.014 0.015
H -0.517 -4.277 0.594 0.016 -0.011 0.020
H 1.207 -3.954 0.732 0.007 0.003 -0.009
H -0.154 -0.734 3.632 -0.031 -0.001 -0.003
H -0.318 -1.277 6.036 -0.009 0.002 0.001
H -0.328 -3.637 6.766 0.002 0.000 0.005
H -0.161 -5.458 5.110 -0.002 -0.001 -0.002
H -0.007 -4.937 2.717 -0.001 0.001 -0.002
```
Forces are in eV/Å.

Charge: +2
Energy relative to the best compared isomer or geometry (same formula, charge and spin) (kcal/mol): 0.0
Orbital gap (spin up / spin down) (eV): 5.84 / 5.70
E (a.u.): -7551.4376



Entry from the Open Molecules 2025 dataset: C24H25BrCoNO2Sb as an isolated structure (wB97M-V/def2-TZVPD).

Structure (XYZ):
```
55
Properties=species:S:1:pos:R:3:forces:R:3
Co -0.459 -1.152 0.235 -0.117 0.046 0.060
Br -0.379 -0.675 2.895 -0.009 -0.015 -0.036
C -0.149 1.176 2.502 0.004 0.005 0.007
C 0.035 2.018 3.556 -0.002 -0.002 0.008
C 0.188 3.399 3.315 0.002 0.003 -0.007
C 0.141 3.879 2.041 -0.002 -0.005 -0.002
C -0.052 3.010 0.938 -0.002 -0.003 0.012
C -0.105 3.514 -0.384 0.003 -0.008 -0.006
C -0.296 2.665 -1.434 -0.005 0.006 0.007
C -0.417 1.275 -1.217 -0.012 0.008 -0.003
C -0.355 0.728 0.042 -0.010 0.019 -0.048
C -0.193 1.611 1.151 0.000 -0.013 0.009
H 0.052 1.633 4.567 0.001 0.001 -0.003
H 0.334 4.070 4.152 -0.002 -0.001 -0.001
H 0.248 4.940 1.849 0.000 -0.001 0.000
H -0.001 4.581 -0.539 -0.001 -0.002 -0.002
H -0.352 3.053 -2.444 0.004 0.000 -0.001
H -0.559 0.622 -2.072 -0.008 0.000 0.004
C 2.773 0.113 -2.703 -0.020 0.002 -0.001
C 2.942 -1.195 -1.935 -0.003 0.002 0.000
Sb 2.063 -1.152 0.017 0.039 -0.065 0.025
C 3.018 0.592 0.799 -0.005 0.007 0.003
C 4.539 0.543 0.715 -0.002 0.000 -0.004
C 3.243 -2.672 0.962 0.030 0.012 -0.013
C 3.115 -2.644 2.482 0.006 0.001 0.000
H 3.252 0.051 -3.682 0.001 -0.003 -0.001
H 3.219 0.955 -2.171 0.001 0.001 0.009
H 1.720 0.349 -2.862 0.024 -0.012 0.001
H 3.996 -1.444 -1.801 -0.002 0.006 -0.003
H 2.477 -2.023 -2.471 -0.001 -0.006 0.002
H 2.674 0.712 1.827 0.003 -0.002 0.003
H 2.608 1.435 0.239 0.001 -0.003 -0.006
H 4.950 -0.269 1.317 -0.002 -0.004 0.002
H 4.979 1.474 1.079 -0.003 0.000 0.002
H 4.885 0.399 -0.311 -0.007 0.006 0.002
H 4.278 -2.527 0.647 0.002 0.005 0.001
H 2.917 -3.631 0.556 -0.001 -0.001 0.006
H 3.426 -1.681 2.893 0.001 0.000 -0.002
H 3.734 -3.415 2.945 0.001 0.001 -0.006
H 2.085 -2.812 2.800 -0.008 -0.001 0.000
O -1.539 -1.786 -2.119 -0.014 0.016 0.022
C -2.496 -1.595 -1.376 -0.021 -0.019 -0.057
N -2.351 -1.350 -0.039 0.102 -0.002 -0.021
C -3.589 -1.114 0.542 0.027 0.017 0.020
O -3.801 -0.833 1.697 -0.008 0.002 -0.001
C -4.621 -1.274 -0.547 0.006 0.000 0.001
C -5.994 -1.168 -0.509 0.010 -0.002 -0.006
C -6.683 -1.366 -1.703 0.004 -0.004 -0.015
C -6.007 -1.660 -2.885 -0.013 -0.001 0.011
C -4.619 -1.766 -2.911 0.001 0.010 0.009
C -3.949 -1.566 -1.722 0.009 0.000 0.018
H -6.509 -0.937 0.415 -0.001 0.000 -0.001
H -7.763 -1.291 -1.718 0.000 0.001 0.000
H -6.573 -1.807 -3.795 0.001 -0.001 0.001
H -4.083 -1.993 -3.824 0.000 0.000 0.003
```
Forces are in eV/Å.

Charge: 0
Energy relative to the best compared isomer or geometry (same formula, charge and spin) (kcal/mol): 0.0
Expectation value of S²: 0.785
Orbital gap (spin up / spin down) (eV): 7.55 / 7.93
Multiplicity: 2
E (a.u.): -5331.7977



Entry from the Open Molecules 2025 dataset: C28H23CoN4O3S as an isolated structure (wB97M-V/def2-TZVPD).

Structure (XYZ):
```
60
Properties=species:S:1:pos:R:3:forces:R:3
Co -0.372 0.029 -0.087 0.406 0.027 0.238
C 0.504 0.361 4.265 0.057 0.005 -0.058
O 1.738 0.250 3.471 -0.219 -0.025 0.051
C 1.323 0.235 2.217 0.561 -0.014 -0.187
N 0.080 0.219 1.958 -0.477 0.177 -0.233
C -0.631 0.103 3.246 0.070 -0.094 0.004
C -1.817 1.010 3.430 -0.036 -0.056 -0.003
C -2.777 0.656 4.376 -0.029 -0.021 -0.060
C -3.872 1.474 4.600 -0.007 0.033 -0.025
C -4.023 2.647 3.870 0.010 -0.042 0.023
C -3.068 3.001 2.930 0.029 -0.010 -0.015
C -1.962 2.189 2.716 0.018 0.086 0.055
C 2.300 0.140 1.101 -0.025 0.035 0.396
C 3.681 0.095 1.173 -0.024 0.032 -0.054
C 4.381 -0.074 -0.019 -0.048 -0.005 -0.041
C 3.699 -0.209 -1.227 0.076 -0.011 0.110
C 2.320 -0.152 -1.185 -0.134 -0.072 -0.535
N 1.663 0.031 -0.052 -0.445 0.074 -0.028
C 1.354 -0.284 -2.310 0.734 0.107 0.259
N 0.112 -0.229 -2.055 -0.592 -0.331 0.218
C -0.607 -0.229 -3.339 0.105 0.008 -0.051
C 0.521 -0.614 -4.328 0.022 0.029 0.060
O 1.763 -0.411 -3.559 -0.265 0.007 -0.069
C -1.809 -1.134 -3.381 0.001 0.006 0.004
C -2.807 -0.872 -4.314 -0.045 0.017 0.033
C -3.922 -1.692 -4.396 -0.005 -0.015 0.011
C -4.050 -2.777 -3.538 0.012 0.034 -0.007
C -3.057 -3.039 -2.606 0.005 0.013 -0.012
C -1.936 -2.224 -2.530 0.034 -0.063 -0.033
H 0.470 1.369 4.674 0.004 0.028 -0.021
H 0.562 -0.369 5.065 0.005 -0.011 0.004
H -0.979 -0.932 3.298 0.004 -0.017 0.059
H -2.674 -0.270 4.932 0.003 0.004 -0.011
H -4.613 1.194 5.337 -0.001 -0.001 -0.003
H -4.885 3.281 4.035 0.005 0.003 0.004
H -3.180 3.911 2.354 -0.004 -0.005 0.005
H -1.224 2.472 1.979 0.013 -0.005 -0.048
H 4.183 0.188 2.125 0.016 -0.010 -0.010
H 5.461 -0.113 -0.005 0.000 0.001 -0.003
H 4.213 -0.361 -2.165 0.024 0.008 0.019
H -0.943 0.797 -3.504 0.002 0.022 -0.038
H 0.574 0.013 -5.211 0.012 0.018 -0.002
H 0.485 -1.665 -4.611 -0.002 -0.028 0.026
H -2.723 -0.011 -4.968 0.003 -0.006 0.007
H -4.694 -1.480 -5.124 0.001 0.001 0.001
H -4.924 -3.412 -3.594 0.003 -0.004 -0.007
H -3.153 -3.883 -1.935 0.006 0.001 0.002
H -1.175 -2.430 -1.789 -0.002 0.006 0.003
O -1.887 -1.122 0.416 0.008 0.026 -0.149
N -3.125 -0.681 0.180 0.056 0.024 -0.006
C -4.128 -1.527 0.500 -0.046 -0.001 -0.020
C -5.433 -1.180 0.303 -0.003 -0.043 0.028
C -5.715 0.075 -0.240 -0.038 0.022 -0.017
C -4.684 0.921 -0.554 0.020 0.037 -0.011
C -3.345 0.553 -0.342 0.020 -0.102 0.013
S -2.023 1.583 -0.716 0.082 0.082 0.129
H -3.797 -2.468 0.910 0.019 0.005 -0.007
H -6.213 -1.877 0.570 -0.002 0.002 -0.006
H -6.739 0.378 -0.412 0.006 0.008 0.000
H -4.864 1.899 -0.975 -0.003 0.000 0.006
```
Forces are in eV/Å.

Charge: +1
Expectation value of S²: 1.099
Orbital gap (spin up / spin down) (eV): 6.59 / 6.27
Multiplicity: 2
E (a.u.): -3306.3111